# 1
Molecular formula: C4H11NO2
Method: DFT, ωB97M-V with the def2-TZVPD basis set

Each line ends with the natural charge from an NBO analysis.
Positions of all 18 atoms, in Å:
C: 0.201 0.580 0.293  0.4269
C: 0.112 -0.764 0.725  -0.1349
C: -0.059 0.967 -1.132  -0.6756
C: 2.119 -0.035 0.407  -0.7012
N: -2.148 -1.310 -0.527  -0.5790
O: -1.748 -0.727 0.714  -0.5965
O: 0.011 1.519 1.243  -0.6854
H: -0.495 2.261 0.890  0.4911
H: -2.981 -0.803 -0.826  0.3302
H: -2.467 -2.258 -0.318  0.3240
H: 0.236 -0.975 1.777  0.2331
H: 0.187 -1.541 -0.023  0.2366
H: 0.080 0.119 -1.796  0.2470
H: 0.604 1.783 -1.426  0.2170
H: -1.095 1.296 -1.222  0.2336
H: 2.493 0.188 -0.588  0.2026
H: 2.506 -1.011 0.684  0.2180
H: 2.444 0.711 1.126  0.2127

- net charge = 0
- LUMO level (eV) = 0.8
- HOMO-LUMO gap (eV) = 8.15

=====

# 2
Molecular formula: C4H11NO2
Method: DFT, ωB97M-V with the def2-TZVPD basis set

Each line ends with the natural charge from an NBO analysis.
Positions of all 18 atoms, in Å:
C: 0.367 1.160 -1.932  -0.5037
C: 1.883 1.607 -1.928  -0.6131
C: -0.238 0.626 -0.790  0.6583
N: 0.749 0.429 0.205  -0.6613
C: 0.031 0.296 1.489  -0.4413
O: -1.447 0.337 -0.745  -0.6025
H: 0.311 0.407 -2.731  0.2376
H: -0.074 2.141 -2.168  0.2493
H: 1.963 1.812 -2.930  0.2084
H: 2.188 2.529 -1.391  0.2162
H: 2.767 0.919 -1.600  0.1925
H: 1.595 0.116 -0.190  0.4130
H: -0.160 1.306 1.735  0.1968
H: 0.464 -0.324 2.330  0.2074
H: -1.021 -0.092 1.325  0.2420
H: -2.482 -4.077 3.297  0.4611
H: -3.600 -4.998 3.210  0.4608
O: -3.297 -4.194 2.814  -0.9218

- net charge = 0
- SMILES = CCC(=O)NC.O
- LUMO level (eV) = 0.8
- HOMO-LUMO gap (eV) = 10.33

=====

# 3
Molecular formula: C4H11NO2
Method: DFT, ωB97M-V with the def2-TZVPD basis set

Each line ends with the natural charge from an NBO analysis.
Positions of all 18 atoms, in Å:
C: 0.809 -2.788 0.529  0.4582
N: 1.376 -1.506 0.429  -0.1790
C: 0.581 -0.329 0.183  -0.2821
C: 1.279 0.914 0.732  -0.4194
C: 0.264 1.999 1.066  -0.6071
O: -0.388 -2.916 0.510  -0.3219
H: 1.526 -3.619 0.603  0.1961
H: 2.396 -1.413 0.501  0.4383
H: 0.387 -0.285 -0.896  0.2959
H: -0.341 -0.483 0.743  0.2776
H: 1.893 0.617 1.587  0.2138
H: 2.065 1.309 0.070  0.2355
H: 0.736 2.979 1.160  0.2527
H: -0.320 1.742 1.939  0.2254
H: -0.433 2.089 0.224  0.2158
H: -3.217 0.912 -3.018  0.4642
H: -4.640 0.227 -2.876  0.4770
O: -3.975 0.551 -3.488  -0.9410

- net charge = +1
- LUMO level (spin up / spin down) (eV) = -4.2 / -9.4
- HOMO-LUMO gap (spin up / spin down) (eV) = 9.51 / 4.29
- 2S+1 = 2

=====

# 4
Molecular formula: C4H11NO2
Method: DFT, ωB97M-V with the def2-TZVPD basis set

Each line ends with the natural charge from an NBO analysis.
Positions of all 18 atoms, in Å:
C: 0.226 -1.814 0.558  -0.0806
O: 1.169 -2.301 1.534  -0.6017
C: 0.234 -0.366 0.069  -0.1221
C: -0.683 -0.052 -1.034  -0.4533
C: -0.356 1.340 -1.643  -0.0911
O: -0.920 2.469 -0.813  -0.6858
N: 0.164 0.468 1.219  -0.4454
H: 0.193 -2.564 -0.274  0.2359
H: -0.698 -2.157 0.958  0.2290
H: 1.339 -1.561 2.183  0.4773
H: 1.335 -0.317 -0.325  0.2763
H: -1.719 -0.196 -0.695  0.2565
H: -0.302 -0.674 -1.889  0.2698
H: -0.654 1.705 -2.635  0.2557
H: 0.785 1.463 -1.662  0.1761
H: -0.687 1.045 1.225  0.4155
H: -0.108 2.732 -0.354  0.4587
H: 0.847 1.257 1.464  0.4292

- net charge = +1
- LUMO level (spin up / spin down) (eV) = -3.7 / -9.2
- HOMO-LUMO gap (spin up / spin down) (eV) = 11.56 / 5.66
- 2S+1 = 2

=====

# 5
Molecular formula: C4H11NO2
Method: DFT, ωB97M-V with the def2-TZVPD basis set

Each line ends with the natural charge from an NBO analysis.
Positions of all 18 atoms, in Å:
C: -0.353 -1.127 1.114  -0.0989
O: -0.914 -0.485 2.353  -0.7080
C: -0.131 0.149 0.339  -0.1114
C: 0.898 -0.228 -0.727  0.1387
C: 1.256 1.158 -1.415  -0.5815
O: 0.407 -1.384 -1.334  -0.6072
N: -1.299 0.839 -0.076  -0.5458
H: -1.047 -1.949 0.907  0.2365
H: 0.549 -1.497 1.679  0.2631
H: 0.445 0.734 1.116  0.2860
H: 1.828 -0.344 -0.298  0.2143
H: 1.015 0.889 -2.499  0.2472
H: 2.226 1.472 -1.059  0.2494
H: 0.550 1.837 -1.000  0.2131
H: 0.034 -1.131 -2.143  0.4890
H: -1.528 1.689 0.499  0.4264
H: -2.079 0.172 0.013  0.3982
H: -1.858 -0.793 2.531  0.4909

- net charge = +1
- LUMO level (spin up / spin down) (eV) = -3.3 / -8.8
- HOMO-LUMO gap (spin up / spin down) (eV) = 11.93 / 6.18
- 2S+1 = 2

=====

# 6
Molecular formula: C4H11NO2
Method: DFT, ωB97M-V with the def2-TZVPD basis set

Each line ends with the natural charge from an NBO analysis.
Positions of all 18 atoms, in Å:
C: -0.730 0.218 -1.639  -0.0965
O: -0.359 -0.057 -3.019  -0.6842
C: 0.043 -0.382 -0.503  -0.0963
C: -0.585 0.143 0.898  -0.4790
C: -0.121 -0.410 2.229  -0.1336
O: 1.219 -0.930 2.128  -0.2361
N: 1.383 0.237 -0.336  -0.8549
H: -1.834 -0.245 -1.636  0.2085
H: -0.617 1.258 -1.290  0.1599
H: -0.317 0.897 -3.317  0.4863
H: 0.353 -1.400 -0.828  0.2541
H: -0.618 1.254 0.867  0.2567
H: -1.612 -0.264 0.867  0.2706
H: -0.209 0.176 3.084  0.3055
H: -0.750 -1.199 2.776  0.3352
H: 2.109 0.078 -1.103  0.4172
H: 1.455 -0.599 1.229  0.5203
H: 1.188 1.224 -0.406  0.3665

- net charge = +1
- LUMO level (spin up / spin down) (eV) = -3.0 / -9.3
- HOMO-LUMO gap (spin up / spin down) (eV) = 11.17 / 4.87
- 2S+1 = 2

=====

# 7
Molecular formula: C4H11NO2S
Method: DFT, ωB97M-V with the def2-TZVPD basis set

Each line ends with the natural charge from an NBO analysis.
Positions of all 19 atoms, in Å:
C: -1.039 0.628 -0.662  -0.4910
N: -0.329 -0.620 -0.647  -0.1607
C: 0.460 -0.702 0.483  0.0454
C: 0.240 -1.622 1.455  -0.2593
S: 0.411 3.449 -0.568  -0.5115
C: 1.142 0.568 0.815  -0.1460
O: 0.425 1.414 1.730  -0.7111
H: -1.809 0.535 -1.431  0.2394
H: -0.338 1.468 -0.982  0.2758
H: -1.477 0.861 0.312  0.2480
H: 0.306 2.132 1.087  0.4803
H: 1.442 1.204 -0.017  0.2230
H: 0.933 -1.712 2.276  0.2120
H: -0.582 -2.330 1.447  0.2219
H: 0.371 3.623 -1.900  0.1431
H: 2.057 0.255 1.352  0.2040
H: -0.582 -3.559 -2.192  0.4726
H: -0.831 -2.315 -1.255  0.4820
O: -0.800 -3.278 -1.302  -0.9678

- net charge = 0
- LUMO level (eV) = -3.7
- HOMO-LUMO gap (eV) = 4.86

=====

# 8
Molecular formula: C4H11NO2S
Method: DFT, ωB97M-V with the def2-TZVPD basis set

Each line ends with the natural charge from an NBO analysis.
Positions of all 19 atoms, in Å:
C: 1.255 0.142 1.125  -0.4738
N: -0.095 0.625 0.877  -0.1757
C: -0.519 0.540 -0.411  0.0762
C: -1.344 1.452 -1.113  -0.2046
S: 2.261 -2.961 -0.441  -0.5597
C: -0.254 -0.761 -1.082  -0.1511
O: -0.542 -2.038 -0.280  -0.7447
H: 1.967 0.376 0.201  0.2318
H: 1.135 -0.936 1.052  0.3030
H: 1.631 0.507 2.058  0.2457
H: 0.285 -2.547 -0.345  0.4842
H: 0.778 -0.848 -1.474  0.2277
H: -1.509 2.402 -0.567  0.2315
H: -1.838 1.225 -2.011  0.2178
H: 3.288 -2.517 -1.177  0.1229
H: -0.918 -0.747 -1.953  0.2038
H: -2.683 2.261 1.747  0.4665
H: -1.155 1.542 1.689  0.4820
O: -1.743 2.285 2.105  -0.9836

- net charge = 0
- LUMO level (eV) = -4.4
- HOMO-LUMO gap (eV) = 3.64

=====

# 9
Molecular formula: C4H11NO3
Method: DFT, ωB97M-V with the def2-TZVPD basis set

Each line ends with the natural charge from an NBO analysis.
Positions of all 19 atoms, in Å:
H: 0.326 -0.776 -1.235  0.4681
O: 0.706 -1.824 -1.695  -0.9343
N: 0.235 0.323 -0.621  -0.5999
H: 1.501 -1.625 -2.174  0.4821
H: 1.148 0.774 -0.457  0.4044
C: -0.365 -0.178 0.661  -0.1644
H: -1.279 -0.768 0.425  0.2212
C: 0.727 -1.146 1.353  0.7583
O: 1.210 -0.762 2.417  -0.6430
O: 1.089 -2.242 0.755  -0.7423
H: 0.970 -2.045 -0.582  0.4992
C: -0.675 1.190 -1.388  -0.4200
H: -1.296 1.729 -0.692  0.2095
H: -0.127 1.876 -1.992  0.2127
H: -1.356 0.614 -2.004  0.2109
C: -0.639 0.999 1.574  -0.6509
H: 0.164 1.716 1.602  0.2198
H: -1.623 1.466 1.425  0.2058
H: -0.715 0.681 2.627  0.2629

- net charge = 0
- LUMO level (eV) = 0.4
- HOMO-LUMO gap (eV) = 9.65

=====

# 10
Molecular formula: C4H11NO3
Method: DFT, ωB97M-V with the def2-TZVPD basis set

Each line ends with the natural charge from an NBO analysis.
Positions of all 19 atoms, in Å:
H: -1.579 -1.262 -1.197  0.5060
O: -2.700 -0.898 -0.448  -0.9115
O: -0.508 -1.068 -1.685  -0.7020
H: -3.097 -0.709 0.421  0.5092
H: -2.250 -0.029 -0.534  0.4976
C: 0.376 -0.477 -0.915  0.7692
O: 1.454 -0.286 -1.457  -0.6292
C: 0.301 -0.103 0.609  -0.1326
H: -0.751 -0.402 0.928  0.1715
N: 0.606 1.313 0.503  -0.6412
H: 1.618 1.434 0.455  0.3819
C: 0.053 2.333 1.390  -0.4093
H: 0.683 2.629 2.192  0.1827
H: -0.142 3.266 0.766  0.1936
H: -0.972 2.081 1.728  0.1843
C: 1.224 -0.933 1.500  -0.6350
H: 2.077 -1.271 0.875  0.2381
H: 1.491 -0.327 2.364  0.2144
H: 0.791 -1.854 1.853  0.2122

- net charge = 0
- SMILES = CN[C@H](C)C(=O)O.O
- LUMO level (eV) = 0.0
- HOMO-LUMO gap (eV) = 8.74

=====

# 11
Molecular formula: C4H11NO3
Method: DFT, ωB97M-V with the def2-TZVPD basis set

Each line ends with the natural charge from an NBO analysis.
Positions of all 19 atoms, in Å:
C: -2.377 -1.494 0.179  -0.2397
C: -0.401 0.857 -0.475  -0.1874
O: -3.185 -0.945 1.180  -0.7174
H: -2.830 -0.090 1.444  0.4671
H: -2.502 -0.996 -0.787  0.1511
H: -2.669 -2.533 0.063  0.1862
H: -1.274 -1.359 0.423  0.1566
H: -0.380 0.192 -1.327  0.1944
H: -1.342 1.264 -0.129  0.1967
C: 2.358 -0.250 -1.026  -0.4239
N: 2.000 0.281 0.275  -0.6419
C: 0.821 1.072 0.358  0.6078
O: 0.575 1.480 1.654  -0.7054
O: 0.573 1.965 -0.647  -0.4979
H: 1.261 2.106 1.914  0.4839
H: 1.977 -0.436 0.991  0.3758
H: 1.702 -1.059 -1.373  0.1687
H: 2.316 0.565 -1.747  0.2179
H: 3.380 -0.620 -0.971  0.2075

- net charge = 0
- SMILES = CN[C@]1(O)CO1.CO
- LUMO level (eV) = 0.8
- HOMO-LUMO gap (eV) = 10.08

=====

# 12
Molecular formula: C4H11NO3
Method: DFT, ωB97M-V with the def2-TZVPD basis set

Each line ends with the natural charge from an NBO analysis.
Positions of all 19 atoms, in Å:
C: 1.616 2.187 0.102  -0.6223
C: 0.348 1.356 0.176  -0.0101
C: 0.109 0.740 1.670  -0.5304
C: -1.185 0.057 1.881  0.7874
O: -2.254 0.864 1.693  -0.7364
O: -1.266 -1.104 2.185  -0.5811
N: 0.406 0.283 -0.777  -0.8543
H: 1.843 2.565 1.097  0.2164
H: 2.472 1.675 -0.367  0.2118
H: 1.433 3.049 -0.521  0.2236
H: -0.591 1.894 0.031  0.1954
H: -0.005 1.676 2.261  0.2216
H: 0.969 0.236 2.090  0.2318
H: -3.192 0.635 1.681  0.5198
H: 1.363 0.021 -0.970  0.3525
H: -0.084 -0.594 -0.672  0.3744
H: -0.421 -5.693 -3.374  0.4597
H: -0.517 -4.522 -4.151  0.4591
O: -1.043 -5.325 -4.034  -0.9189

- net charge = 0
- SMILES = C[C@@H](N)CC(=O)O.O
- LUMO level (eV) = 0.6
- HOMO-LUMO gap (eV) = 9.71

=====

# 13
Molecular formula: C4H11NO3
Method: DFT, ωB97M-V with the def2-TZVPD basis set

Each line ends with the natural charge from an NBO analysis.
Positions of all 19 atoms, in Å:
O: -1.263 1.332 -2.247  -0.5992
C: -0.985 1.450 -1.068  0.5165
N: 0.317 1.563 -0.681  -0.6297
C: 0.757 1.275 0.682  -0.2203
C: 0.698 -0.198 1.037  -0.4321
C: 1.632 -1.073 0.168  -0.0779
O: 2.052 -2.217 0.991  -0.7330
H: -1.770 1.486 -0.308  0.1300
H: 1.048 1.528 -1.374  0.4006
H: 1.797 1.566 0.766  0.1971
H: 0.149 1.861 1.372  0.2039
H: -0.323 -0.579 1.012  0.1939
H: 1.061 -0.342 2.054  0.2132
H: 1.037 -1.652 -0.528  0.2078
H: 2.513 -0.499 -0.110  0.1679
H: 2.798 -1.958 1.543  0.4591
H: -3.065 -2.320 0.219  0.4742
H: -2.340 -1.352 1.177  0.4649
O: -3.022 -1.403 0.499  -0.9369

- net charge = 0
- SMILES = O=CNCCCO.O
- LUMO level (eV) = 0.6
- HOMO-LUMO gap (eV) = 10.21

=====

# 14
Molecular formula: C4H11NO3
Method: DFT, ωB97M-V with the def2-TZVPD basis set

Each line ends with the natural charge from an NBO analysis.
Positions of all 19 atoms, in Å:
C: -0.178 0.529 -0.054  0.2784
C: -1.182 0.390 -1.192  -0.6560
C: -0.111 1.983 0.419  -0.6256
C: 1.408 0.131 -0.553  -0.6288
N: -0.577 -1.624 0.976  0.3291
O: -0.532 -0.219 1.085  -0.3931
O: 0.231 -2.103 2.049  -0.5680
O: 0.064 -2.131 -0.526  -0.6326
H: -0.419 -2.636 2.538  0.4870
H: 0.546 -2.812 -0.029  0.4622
H: -0.836 0.926 -2.080  0.2147
H: -2.151 0.807 -0.890  0.2075
H: -1.352 -0.648 -1.478  0.2395
H: 0.547 2.082 1.288  0.2202
H: 0.251 2.638 -0.379  0.2214
H: -1.099 2.336 0.737  0.2160
H: 1.587 0.651 -1.495  0.2010
H: 1.993 0.569 0.259  0.1954
H: 1.811 -0.869 -0.674  0.2317

- net charge = 0
- SMILES = CC(C)(C)ON(O)O
- LUMO level (eV) = 0.6
- HOMO-LUMO gap (eV) = 9.87